<a>
Formula: C10H16O
Source: OMol25
Level of theory: ωB97M-V/def2-TZVPD

* SMILES string: Cc1ccc(O)cc1.CCC
* HOMO level: -8.308 eV
* Kohn-Sham gap: 9.18 eV
* charge: 0
* LUMO energy: 0.9 eV

The geometry in XYZ format:
```
27
C10H16O (ωB97M-V/def2-TZVPD)
C -1.35 -2.87 -1.24
C -0.25 -1.87 -1.24
C -0.63 -0.54 -1.45
C 0.37 0.44 -1.66
C 1.66 0.01 -1.62
O 2.73 0.90 -1.70
C 2.07 -1.28 -1.33
C 1.09 -2.22 -1.08
H -1.03 -3.91 -1.29
H -1.91 -2.76 -2.19
H -2.29 -2.69 -0.69
H -1.68 -0.29 -1.55
H 0.13 1.48 -1.88
H 2.41 1.72 -2.08
H 3.11 -1.59 -1.36
H 1.45 -3.21 -0.80
C -1.31 1.14 1.27
C -0.76 2.34 2.02
C 0.40 1.84 2.93
H -0.83 0.23 1.64
H -1.07 1.14 0.21
H -2.36 0.84 1.27
H -0.41 3.10 1.34
H -1.52 2.86 2.64
H 0.62 0.78 2.91
H 1.30 2.45 2.95
H 0.06 1.94 4.01
```

=====

<b>
Formula: C10H16O
Source: OMol25
Level of theory: ωB97M-V/def2-TZVPD

* SMILES string: Cc1ccc(O)cc1.CCC
* HOMO level: -8.544 eV
* Kohn-Sham gap: 9.34 eV
* charge: 0
* LUMO energy: 0.8 eV

The geometry in XYZ format:
```
27
C10H16O (ωB97M-V/def2-TZVPD)
C 2.37 2.39 -1.27
C 1.36 2.02 -0.20
C 0.46 2.95 0.29
C -0.58 2.55 1.12
C -0.65 1.21 1.50
O -1.76 0.74 2.14
C 0.41 0.34 1.26
C 1.42 0.76 0.39
H 1.87 2.80 -2.15
H 2.87 1.48 -1.59
H 3.16 3.03 -0.90
H 0.68 4.00 0.12
H -1.33 3.24 1.47
H -2.10 1.22 2.91
H 0.52 -0.53 1.89
H 2.12 0.00 0.06
C -0.39 -3.70 -0.31
C -0.74 -2.46 -1.21
C -1.79 -1.58 -0.51
H 0.35 -3.33 0.40
H -1.27 -4.04 0.22
H 0.08 -4.48 -0.91
H -1.09 -2.72 -2.21
H 0.21 -1.93 -1.26
H -1.43 -0.59 -0.22
H -2.29 -2.15 0.26
H -2.45 -1.20 -1.30
```

=====

<c>
Formula: C10H16O
Source: OMol25
Level of theory: ωB97M-V/def2-TZVPD

* HOMO level (alpha / beta): -6.675 / -7.645 eV
* Kohn-Sham gap (alpha / beta): 6.19 / 8.00 eV
* charge: 0
* LUMO energy (alpha / beta): -0.5 / 0.4 eV

The geometry in XYZ format:
```
27
C10H16O (ωB97M-V/def2-TZVPD)
C 0.75 -0.84 0.90
C 0.54 -0.21 -0.21
C -2.80 1.36 -0.45
C -2.32 0.38 -1.25
C 1.75 0.29 0.52
C 0.52 -1.82 1.96
C -2.95 -0.98 -1.28
C 3.14 -0.07 0.03
C 1.70 1.57 1.33
C -1.19 0.59 -2.06
O -0.89 -0.30 -3.04
H -2.35 2.34 -0.42
H -3.65 1.20 0.19
H -0.48 -2.25 1.87
H 0.62 -1.34 2.94
H 1.26 -2.63 1.90
H -2.22 -1.71 -0.92
H -3.83 -1.02 -0.65
H -3.21 -1.25 -2.30
H 3.55 0.74 -0.57
H 3.11 -0.98 -0.57
H 3.81 -0.24 0.88
H 1.95 2.43 0.71
H 2.41 1.53 2.16
H 0.69 1.71 1.73
H -0.69 1.54 -2.07
H -0.01 -0.13 -3.39
```

=====

Most favorable structure: <b>. The second most favorable one is 0.275 eV above it.

=====

<a>
Formula: C10H16O
Source: OMol25
Level of theory: ωB97M-V/def2-TZVPD

* SMILES string: CCc1ccc(O)cc1.CC
* HOMO level: -8.315 eV
* Kohn-Sham gap: 9.13 eV
* charge: 0
* LUMO energy: 0.8 eV

The geometry in XYZ format:
```
27
C10H16O (ωB97M-V/def2-TZVPD)
C -1.27 -0.71 2.14
C -1.54 0.55 1.22
C -1.76 0.16 -0.23
C -0.92 -0.79 -0.82
C -0.96 -1.01 -2.20
C -1.92 -0.33 -2.93
O -2.05 -0.47 -4.27
C -2.84 0.52 -2.31
C -2.75 0.82 -0.96
H -1.56 -0.50 3.17
H -0.29 -1.05 1.83
H -2.15 -1.29 1.86
H -2.39 1.09 1.64
H -0.66 1.19 1.23
H -0.20 -1.36 -0.24
H -0.47 -1.93 -2.49
H -1.72 -1.24 -4.70
H -3.57 0.99 -2.96
H -3.49 1.49 -0.56
C 3.73 1.17 1.45
C 4.37 -0.24 1.49
H 4.03 1.68 2.35
H 4.11 1.71 0.56
H 2.72 1.22 1.03
H 4.48 -0.60 2.52
H 3.69 -0.88 0.93
H 5.42 -0.18 1.24
```

=====

<b>
Formula: C10H16O
Source: OMol25
Level of theory: ωB97M-V/def2-TZVPD

* SMILES string: Cc1ccc(O)cc1.CCC
* HOMO level: -8.306 eV
* Kohn-Sham gap: 9.21 eV
* charge: 0
* LUMO energy: 0.9 eV

The geometry in XYZ format:
```
27
C10H16O (ωB97M-V/def2-TZVPD)
C -2.66 0.52 -1.25
C -1.80 -0.10 -0.29
C -0.72 0.47 0.34
C -0.03 -0.37 1.19
C -0.45 -1.57 1.67
O 0.61 -2.44 1.99
C -1.64 -2.14 1.22
C -2.22 -1.37 0.25
H -3.70 0.54 -0.87
H -2.78 0.10 -2.28
H -2.34 1.56 -1.36
H -0.39 1.36 -0.04
H 1.03 -0.19 1.34
H 0.12 -3.15 2.55
H -2.15 -3.03 1.66
H -3.18 -1.82 -0.21
C 2.56 2.80 -0.30
C 2.01 1.63 -1.25
C 2.99 1.46 -2.49
H 3.52 2.56 0.09
H 1.81 3.15 0.45
H 2.53 3.69 -0.91
H 1.99 0.67 -0.55
H 0.95 1.84 -1.72
H 3.87 2.08 -2.42
H 3.24 0.47 -2.67
H 2.35 1.62 -3.47
```

=====

<c>
Formula: C10H16O
Source: OMol25
Level of theory: ωB97M-V/def2-TZVPD

* SMILES string: Cc1ccc(O)cc1.CCC
* HOMO level: -8.356 eV
* Kohn-Sham gap: 9.20 eV
* charge: 0
* LUMO energy: 0.8 eV

The geometry in XYZ format:
```
27
C10H16O (ωB97M-V/def2-TZVPD)
C -1.36 -1.39 -2.46
C -0.42 -1.41 -1.26
C -0.88 -1.86 -0.03
C -0.07 -1.81 1.09
C 1.23 -1.37 0.90
O 2.00 -1.29 2.03
C 1.79 -1.32 -0.36
C 0.94 -1.28 -1.48
H -1.11 -0.55 -3.10
H -2.38 -1.25 -2.10
H -1.30 -2.35 -2.96
H -1.84 -2.32 0.03
H -0.34 -2.01 2.12
H 2.92 -1.08 1.85
H 2.85 -1.26 -0.55
H 1.40 -1.12 -2.43
C -1.53 1.73 0.64
C -0.02 1.69 0.46
C 0.65 2.89 1.17
H -2.03 1.42 -0.29
H -1.85 2.75 0.84
H -1.89 1.06 1.42
H 0.40 0.89 1.06
H 0.38 1.61 -0.55
H 0.39 3.82 0.66
H 0.33 3.00 2.20
H 1.74 2.80 1.09
```

=====

<d>
Formula: C10H16O
Source: OMol25
Level of theory: ωB97M-V/def2-TZVPD

* SMILES string: CCc1ccc(O)cc1.CC
* HOMO level: -8.212 eV
* Kohn-Sham gap: 8.98 eV
* charge: 0
* LUMO energy: 0.8 eV

The geometry in XYZ format:
```
27
C10H16O (ωB97M-V/def2-TZVPD)
C 1.68 -0.92 -2.62
C 0.36 -0.96 -1.68
C 0.44 -0.49 -0.30
C 0.64 0.84 -0.05
C 1.05 1.44 1.17
C 1.32 0.49 2.15
O 1.90 0.66 3.32
C 0.93 -0.93 2.03
C 0.46 -1.34 0.79
H 1.71 0.16 -2.77
H 1.65 -1.69 -3.35
H 2.56 -1.00 -1.99
H -0.47 -0.43 -2.27
H -0.22 -1.90 -1.79
H 0.38 1.39 -0.96
H 1.23 2.49 1.27
H 1.74 1.36 3.95
H 1.16 -1.66 2.76
H 0.12 -2.35 0.66
C -4.03 -0.05 -2.08
C -3.36 1.10 -1.33
H -3.87 0.08 -3.18
H -3.49 -1.00 -1.83
H -5.06 -0.09 -1.96
H -3.26 0.99 -0.36
H -3.94 2.06 -1.53
H -2.32 1.18 -1.70
```

=====

Most favorable structure: <c>. The second most favorable one is 0.859 eV above it.

=====

<a>
Formula: C3H11N3
Source: OMol25
Level of theory: ωB97M-V/def2-TZVPD

* expectation value of S²: 0.789
* HOMO level (alpha / beta): -13.978 / -13.894 eV
* 2S+1: 2
* Kohn-Sham gap (alpha / beta): 10.04 / 5.58 eV
* charge: +1
* LUMO energy (alpha / beta): -3.9 / -8.3 eV

The geometry in XYZ format:
```
17
C3H11N3 (ωB97M-V/def2-TZVPD)
C -1.14 1.06 -2.08
N -1.38 0.24 -0.81
C -2.31 -0.81 -1.02
H -1.04 0.26 -2.84
H -2.05 1.56 -2.37
H -0.27 1.73 -2.13
H -1.87 0.79 -0.15
H -3.37 -0.55 -1.21
H -2.37 -1.50 -0.21
H -1.93 -1.36 -1.96
N 1.15 -0.15 0.50
C 1.90 0.25 1.63
N 2.45 -0.67 2.38
H 0.23 0.06 0.01
H 1.44 -1.12 0.13
H 2.05 1.32 1.92
H 2.96 -0.13 3.13
```

=====

<b>
Formula: C3H11N3
Source: OMol25
Level of theory: ωB97M-V/def2-TZVPD

* expectation value of S²: 0.754
* HOMO level (alpha / beta): -13.996 / -13.964 eV
* 2S+1: 2
* Kohn-Sham gap (alpha / beta): 10.83 / 5.58 eV
* charge: +1
* LUMO energy (alpha / beta): -3.2 / -8.4 eV

The geometry in XYZ format:
```
17
C3H11N3 (ωB97M-V/def2-TZVPD)
C -0.61 -0.52 0.60
N 0.55 -0.04 -0.18
C 1.77 0.14 0.60
N 2.83 0.65 -0.31
C -1.97 -0.82 -0.04
N -2.50 0.47 -0.46
H -0.86 0.37 1.21
H -0.23 -1.48 0.99
H 0.36 0.87 -0.61
H 2.13 -0.78 1.06
H 1.63 0.91 1.36
H 2.62 1.47 -0.86
H 2.91 -0.14 -0.95
H -2.04 -1.62 -0.81
H -2.68 -1.33 0.63
H -3.49 0.43 -0.69
H -2.16 0.81 -1.36
```

=====

Most favorable structure: <b>. The second most favorable one is 0.247 eV above it.

=====

<a>
Formula: C11H35O6
Source: OMol25
Level of theory: ωB97M-V/def2-TZVPD

* HOMO level: -13.068 eV
* Kohn-Sham gap: 10.94 eV
* charge: +1
* LUMO energy: -2.1 eV

The geometry in XYZ format:
```
52
C11H35O6 (ωB97M-V/def2-TZVPD)
O -10.24 4.50 3.38
H -10.93 3.82 3.66
H -10.26 5.27 4.05
H -10.46 4.87 2.46
C -13.59 3.22 6.47
C -12.17 3.48 6.02
O -11.98 2.91 4.69
H -14.27 3.65 5.73
H -13.83 3.69 7.43
H -13.79 2.15 6.59
H -11.42 3.02 6.68
H -11.92 4.54 5.98
H -11.83 1.97 4.83
C -12.15 1.22 1.69
C -10.71 1.08 1.23
O -9.91 2.12 1.81
H -12.60 2.15 1.32
H -12.29 1.26 2.77
H -12.77 0.42 1.27
H -10.67 1.12 0.14
H -10.38 0.08 1.55
H -9.00 1.87 1.62
C -13.73 6.73 4.01
C -13.12 6.48 2.64
O -12.94 5.07 2.41
H -14.79 6.49 4.06
H -13.67 7.80 4.24
H -13.19 6.15 4.76
H -12.11 6.89 2.64
H -13.76 6.88 1.85
H -13.71 4.70 1.97
C -9.63 8.33 3.68
C -9.25 7.60 4.97
O -10.12 6.47 5.22
H -8.86 9.09 3.57
H -10.64 8.73 3.75
H -9.60 7.64 2.84
H -9.34 8.29 5.80
H -8.22 7.25 4.88
H -10.21 6.34 6.16
C -11.34 6.61 -0.83
C -10.79 5.26 -0.35
C -9.78 4.65 -1.30
O -10.17 5.48 0.94
H -11.74 6.64 -1.84
H -10.61 7.42 -0.75
H -12.14 6.84 -0.13
H -11.65 4.62 -0.18
H -9.30 3.77 -0.86
H -8.99 5.37 -1.54
H -10.29 4.40 -2.23
H -9.47 6.14 0.79
```

=====

<b>
Formula: C11H35O6
Source: OMol25
Level of theory: ωB97M-V/def2-TZVPD

* HOMO level: -12.837 eV
* Kohn-Sham gap: 10.54 eV
* charge: +1
* LUMO energy: -2.3 eV

The geometry in XYZ format:
```
52
C11H35O6 (ωB97M-V/def2-TZVPD)
O -0.33 0.15 -0.50
H 0.59 -0.25 -0.60
H -0.43 0.93 0.10
H -0.78 0.27 -1.38
C -3.14 -3.49 1.99
C -1.95 -2.61 2.40
O -1.42 -1.97 1.24
H -4.02 -2.87 1.80
H -3.32 -4.24 2.76
H -2.96 -4.01 1.05
H -1.21 -3.31 2.80
H -2.29 -1.86 3.11
H -2.16 -1.58 0.76
C 2.86 4.31 -1.21
C 2.18 3.23 -0.40
O 0.87 2.97 -0.91
H 2.67 4.21 -2.28
H 3.94 4.31 -1.05
H 2.49 5.28 -0.89
H 2.15 3.53 0.65
H 2.67 2.26 -0.34
H 0.25 3.66 -0.65
C 2.33 -2.58 0.70
C 2.66 -1.11 0.54
O 2.12 -0.58 -0.69
H 1.27 -2.77 0.55
H 2.54 -2.92 1.72
H 2.90 -3.21 0.01
H 3.75 -1.04 0.52
H 2.23 -0.53 1.35
H 2.80 -0.52 -1.36
C -0.45 2.06 3.88
C 0.50 2.08 2.69
O -0.36 1.89 1.51
H 0.19 2.16 4.77
H -0.97 1.11 3.95
H -1.13 2.91 3.95
H 1.23 1.29 2.76
H 0.95 3.06 2.57
H -0.76 2.75 1.38
C -0.67 -1.37 -4.16
C -1.84 -0.78 -3.39
C -2.33 -1.65 -2.26
O -1.41 0.52 -2.88
H -0.82 -2.41 -4.45
H 0.20 -1.37 -3.50
H -0.39 -0.78 -5.03
H -2.71 -0.61 -4.02
H -1.52 -1.96 -1.59
H -2.65 -2.60 -2.68
H -3.09 -1.10 -1.71
H -1.22 1.13 -3.60
```

=====

Most favorable structure: <a>. The second most favorable one is 0.540 eV above it.